Entry 1:
An isolated molecule of C3H4N2OS at a distorted geometry, computed with ωB97M-V/def2-TZVPD.

Geometry (Å):
C (0.841, 0.492, 0.091)
C (-1.696, 0.689, -0.047)
C (2.157, 0.014, -0.037)
N (-0.283, 0.836, -0.025)
N (-2.033, -0.578, -0.065)
O (-2.458, 1.620, -0.038)
S (-1.132, -1.980, 0.003)
H (2.909, 0.608, -0.715)
H (2.175, -1.063, -0.461)
H (2.514, -0.057, 1.063)
H (-2.994, -0.582, 0.230)

Forces on atoms 1 to 6 (eV/Å):
C -5.2 0.5 -1.6
C -0.9 0.4 -0.1
C 3.4 -1.3 0.5
N 4.8 -0.3 0.4
N -0.4 0.0 0.5
O 0.1 1.2 0.1

* calculated total energy: -699.544041 a.u.
* highest occupied orbital energy (alpha / beta): -6.960 / -6.962 eV
* gap between HOMO and LUMO (alpha / beta): 0.2299 / 0.2300 hartree
* lowest unoccupied orbital energy (alpha / beta): -0.7 / -0.7 eV
* energy relative to the best compared isomer or geometry (same formula, charge and spin): 80.4 kcal per mole

***

Entry 2:
An isolated molecule of C4H9NO at a distorted geometry, computed with ωB97M-V/def2-TZVPD.

Geometry (Å):
O (2.907, -0.201, -0.552)
C (2.317, -1.110, 0.058)
C (0.807, -0.935, 0.500)
C (0.113, 0.393, 0.038)
C (-1.438, 0.209, -0.013)
N (-1.800, 1.371, -0.896)
H (2.897, -1.947, 0.466)
H (0.277, -1.759, -0.029)
H (0.948, -1.091, 1.631)
H (0.518, 0.659, -1.004)
H (0.387, 1.280, 0.779)
H (-1.572, -0.848, -0.532)
H (-1.960, 0.160, 0.959)
H (-1.559, 2.226, -0.478)
H (-2.839, 1.592, -0.926)

Forces on atoms 1 to 6 (eV/Å):
O -1.3 -2.6 1.2
C 0.0 4.0 -0.8
C 1.7 -0.3 -0.1
C 1.1 0.4 1.5
C 1.3 -0.4 -1.9
N -3.4 -1.3 -0.3

* calculated total energy: -287.744939 a.u.
* highest occupied orbital energy: -9.744 eV
* gap between HOMO and LUMO: 0.3956 hartree
* lowest unoccupied orbital energy: 1.0 eV
* energy relative to the best compared isomer or geometry (same formula, charge and spin): 54.9 kcal per mole

***

The lowest calculated total energy belongs to which entry?
C3H4N2OS

***

Which of these has the lowest energy relative to the best compared isomer or geometry (same formula, charge and spin)?
C4H9NO